Entry from OMol25: a structure of composition C32H72ClMgN8O12 at a distorted geometry (wB97M-V/def2-TZVPD).

Last column: Mulliken charge in e.
CARTESIAN COORDINATES (ANGSTROEM)
1 Mg 0.1459 -1.2466 -4.3809  1.2404
2 Cl -1.0813 -0.2110 0.3031  -0.9034
3 C 2.6914 -0.1522 1.5484  1.0074
4 O 3.2920 0.6434 0.8602  -0.7739
5 N 3.2410 -1.0520 2.3534  0.2019
6 C 2.3910 -2.1000 2.9635  -1.0200
7 C 4.7082 -1.1209 2.4785  -1.1160
8 H 1.5973 -0.2630 1.4946  -0.2776
9 H 2.4982 -2.0905 4.0481  0.3292
10 H 2.8409 -3.0560 2.6955  0.4083
11 H 1.3419 -2.0018 2.6847  0.2702
12 H 5.1069 -1.2476 3.4850  0.4182
13 H 5.0256 -1.9853 1.8951  0.3215
14 H 5.2039 -0.2441 2.0619  0.2770
15 C -2.7071 -0.9085 -3.1413  0.5721
16 O -1.5982 -0.9334 -3.6113  -0.4833
17 N -3.8277 -0.5037 -3.7350  0.3501
18 C -5.1576 -0.7862 -3.2310  -0.8869
19 C -3.8462 0.1012 -5.0427  -1.0660
20 H -2.8375 -1.3526 -2.1423  0.0372
21 H -5.0141 -1.5760 -2.4936  0.2681
22 H -5.7300 -1.1719 -4.0746  0.3911
23 H -5.7456 0.0831 -2.9364  0.2595
24 H -4.5972 0.8912 -5.0507  0.3966
25 H -2.8783 0.5809 -5.1884  0.2885
26 H -4.0712 -0.5369 -5.8972  0.2814
27 C -4.6105 1.3338 -0.0960  0.1046
28 O -5.3495 1.7354 -0.9776  -0.6348
29 N -4.2194 2.1974 0.9429  0.2829
30 C -3.3640 1.7336 2.0962  -0.1656
31 C -4.5055 3.6256 0.8958  -1.1660
32 H -4.1888 0.3196 -0.0209  0.4393
33 H -2.4089 2.2553 2.0352  0.1629
34 H -3.1238 0.6705 2.1068  -0.4845
35 H -3.8502 1.9914 3.0371  0.2945
36 H -5.0071 3.9305 -0.0227  0.3464
37 H -5.2593 3.8557 1.6488  0.3756
38 H -3.6115 4.2493 0.8905  0.3394
39 C 1.1061 -2.5555 -1.5774  0.7861
40 O 0.5713 -2.2130 -2.6954  -0.8624
41 N 2.1582 -3.4174 -1.5032  0.4332
42 C 2.5672 -4.0025 -0.1938  -0.8419
43 C 2.8345 -3.9368 -2.7305  -1.1702
44 H 0.7682 -2.2511 -0.5747  0.1294
45 H 3.6063 -3.7369 0.0008  0.2796
46 H 2.4035 -5.0782 -0.1291  0.4203
47 H 2.0298 -3.5471 0.6380  0.0309
48 H 3.3401 -4.8999 -2.6610  0.4368
49 H 2.1693 -3.9798 -3.5930  0.3326
50 H 3.6619 -3.3056 -3.0545  0.2623
51 C 1.1359 1.1149 -2.6912  -0.3026
52 O 0.8531 0.3310 -3.6006  -0.7195
53 N 2.0120 2.1400 -2.8321  0.8258
54 C 2.6968 2.4835 -4.0726  -1.1776
55 C 2.1035 3.0958 -1.7444  -0.6825
56 H 0.8301 0.9558 -1.6456  0.6355
57 H 2.6213 3.5427 -4.3186  0.3443
58 H 2.2750 1.8972 -4.8890  0.3547
59 H 3.7703 2.2985 -4.0338  0.2937
60 H 2.1658 2.7049 -0.7288  -0.0780
61 H 3.0333 3.6585 -1.8280  0.5485
62 H 1.3905 3.9203 -1.7512  0.0011
63 C -2.8438 4.3318 -3.1152  0.2373
64 O -3.1352 4.9208 -4.1400  -0.6173
65 N -1.7164 4.4151 -2.3565  0.0104
66 C -1.3821 3.5300 -1.1921  0.2288
67 C -0.6122 5.3383 -2.7029  -0.8510
68 H -3.4812 3.5009 -2.7754  0.3236
69 H -0.5849 2.8168 -1.4019  -0.3244
70 H -2.2662 3.0166 -0.8141  -0.1800
71 H -0.9053 4.2247 -0.5006  0.3436
72 H 0.3017 4.8173 -2.9884  0.1287
73 H -0.9503 5.9240 -3.5578  0.4117
74 H -0.4429 6.0343 -1.8814  0.3366
75 C -3.0367 -3.7946 -0.7217  0.5559
76 O -3.8730 -3.4191 -1.5238  -0.6929
77 N -2.6855 -5.0760 -0.4402  0.0863
78 C -1.5182 -5.2776 0.4218  -0.9665
79 C -3.3454 -6.2377 -1.1696  -0.9523
80 H -2.4377 -3.0543 -0.1692  0.0425
81 H -1.5495 -6.2404 0.9319  0.3690
82 H -1.3585 -4.5124 1.1815  0.2008
83 H -0.6959 -5.3475 -0.2902  0.3731
84 H -2.6466 -6.9494 -1.6092  0.3442
85 H -3.8353 -6.8662 -0.4259  0.3267
86 H -4.0131 -5.9602 -1.9852  0.3084
87 C 0.6977 3.1187 1.7094  0.4277
88 O 1.1801 4.1780 1.2629  -0.7475
89 N 0.7532 2.7558 3.0305  0.2195
90 C 0.0863 1.5898 3.5547  -0.5780
91 C 1.3549 3.5483 4.0086  -1.2080
92 H 0.1965 2.3301 1.1271  0.3317
93 H 0.5359 1.2482 4.4871  0.5078
94 H 0.1338 0.7100 2.9130  -0.2379
95 H -0.9629 1.8119 3.7493  0.2129
96 H 0.7023 3.9366 4.7906  0.3398
97 H 2.1627 2.9931 4.4854  0.3588
98 H 1.7391 4.4781 3.5893  0.3678
99 O -4.0508 -2.3163 5.4153  -0.6242
100 C -3.4499 -1.5123 4.6898  0.3988
101 O -2.9167 -0.3503 5.0708  -0.1256
102 C -3.4801 0.3010 6.2223  -0.3418
103 C -3.2929 1.8056 6.0612  -0.9469
104 C -3.1502 -1.9059 3.2334  -0.2053
105 H -2.9819 -0.0652 7.1200  0.3019
106 H -4.5380 0.0658 6.3387  0.3902
107 H -3.8736 2.2885 5.2752  0.2215
108 H -2.2268 2.0097 5.9618  0.1788
109 H -3.5954 2.2639 7.0028  0.4183
110 H -2.8994 -2.9657 3.2796  0.2455
111 H -2.2912 -1.2988 2.9475  -0.1272
112 H -4.0241 -1.7334 2.6051  0.2855
113 O 5.2199 -2.4073 -1.2056  -0.6088
114 C 5.4231 -1.2247 -1.3736  0.3820
115 O 6.6207 -0.5211 -1.0477  -0.2713
116 C 7.6259 -1.1597 -0.3192  0.0182
117 C 8.9269 -0.4436 -0.6648  -1.3470
118 C 4.3483 -0.2888 -2.0031  -0.1360
119 H 7.7697 -2.2055 -0.5910  0.2906
120 H 7.4786 -1.0623 0.7563  0.1502
121 H 8.8743 0.6410 -0.5708  0.3382
122 H 9.3225 -0.7886 -1.6201  0.3161
123 H 9.6508 -0.6985 0.1092  0.4115
124 H 4.7576 0.7205 -1.9584  0.3415
125 H 3.4031 -0.2330 -1.4632  -0.3583
126 H 4.1865 -0.6261 -3.0269  0.3998

Summary:
* electronic energy: -3263.57109 a.u.
* total charge: +1

Entry from OMol25: a cluster of 5 separate species, C32H72ClN4 in total at a distorted geometry (wB97M-V/def2-TZVPD).

Last column: Mulliken charge in e.
CARTESIAN COORDINATES (ANGSTROEM)
1 Cl -0.3624 0.0597 0.5445  -0.0476
2 C 3.6575 -0.6516 2.7435  -1.7550
3 C 2.8846 0.5564 3.0284  0.6126
4 C 3.4795 1.8079 2.2725  -1.1167
5 N 2.8257 3.1799 2.5287  0.3996
6 C 3.5102 4.2282 1.6286  -1.0570
7 C 1.3414 3.2258 2.0590  -0.1266
8 C 0.6656 4.0667 3.0998  -0.6556
9 C 1.4032 3.7616 4.3952  -0.6381
10 C 2.8658 3.6191 3.9933  -0.5661
11 H 4.0742 -0.8673 1.7597  0.3467
12 H 3.1203 -1.5492 3.0498  0.3906
13 H 4.4603 -0.7746 3.4705  0.4669
14 H 2.8564 0.7056 4.1078  0.3880
15 H 1.8434 0.3465 2.7839  -0.0545
16 H 3.5446 1.5757 1.2095  0.3732
17 H 4.5514 1.9176 2.4373  0.4357
18 H 3.4030 3.9837 0.5718  0.3261
19 H 4.5372 4.3662 1.9669  0.3647
20 H 2.8984 5.0874 1.9035  0.5050
21 H 1.2086 3.5942 1.0418  0.1544
22 H 0.9044 2.2275 2.0832  -0.0860
23 H 0.8117 5.1149 2.8386  0.3591
24 H -0.3986 3.8381 3.1572  0.4472
25 H 1.1849 4.4787 5.1865  0.4262
26 H 1.0702 2.8258 4.8440  0.2891
27 H 3.4271 4.5529 3.9615  0.3769
28 H 3.4760 2.9412 4.5900  0.3807
29 C -4.7855 1.6585 -5.4500  -1.5309
30 C -3.6485 2.6402 -5.1862  -0.1692
31 C -3.7960 3.0810 -3.7179  -0.8421
32 N -2.5245 3.6728 -3.1574  0.2041
33 C -2.1290 4.9051 -3.9730  -0.8636
34 C -1.3813 2.5858 -2.9376  -0.5392
35 C -0.4228 3.1062 -1.7983  0.3469
36 C -1.3125 4.0061 -1.0198  -0.4249
37 C -2.6891 4.0048 -1.6577  -1.0004
38 H -5.7544 2.1319 -5.2915  0.4144
39 H -4.6543 0.7231 -4.9060  0.2972
40 H -5.0073 1.3530 -6.4725  0.4071
41 H -3.8093 3.3906 -5.9601  0.3913
42 H -2.6689 2.2014 -5.3758  0.3195
43 H -4.0072 2.1847 -3.1346  0.2747
44 H -4.5957 3.7812 -3.4764  0.6561
45 H -1.8860 4.6050 -4.9923  0.3404
46 H -1.3115 5.3796 -3.4301  0.4174
47 H -3.0577 5.4717 -4.0412  0.3803
48 H -0.8436 2.4192 -3.8710  0.5119
49 H -1.9072 1.6737 -2.6555  -0.1852
50 H 0.4234 3.6645 -2.1989  0.4942
51 H 0.0368 2.3258 -1.1919  -0.4370
52 H -0.8962 5.0126 -1.0626  0.3185
53 H -1.3102 3.7408 0.0374  0.3430
54 H -3.2728 4.9213 -1.7432  0.5422
55 H -3.1235 3.1281 -1.1772  0.3091
56 C -1.8930 -6.4927 6.0491  -1.4133
57 C -1.2236 -5.4812 5.1134  -0.1355
58 C -2.1600 -4.8261 4.0650  -0.7788
59 N -1.3637 -3.8725 3.1422  0.3297
60 C -0.8020 -2.6991 3.8951  -1.1026
61 C -0.3178 -4.6071 2.2585  -1.0885
62 C -0.1283 -3.8544 0.9349  0.0808
63 C -1.5652 -3.5001 0.6491  -0.1289
64 C -2.2778 -3.3875 2.0069  -0.9651
65 H -2.3576 -7.2280 5.3921  0.3543
66 H -2.6905 -6.1966 6.7305  0.3653
67 H -1.1697 -7.0247 6.6671  0.3700
68 H -0.3844 -5.9702 4.6187  0.3068
69 H -0.8601 -4.6008 5.6434  0.3072
70 H -3.0387 -4.2276 4.3054  0.5010
71 H -2.5222 -5.5762 3.3620  0.3757
72 H -0.5362 -1.8995 3.2037  0.3130
73 H 0.0346 -3.0998 4.4677  0.4405
74 H -1.5956 -2.4451 4.5978  0.4056
75 H 0.6214 -4.8526 2.7543  0.5098
76 H -0.7927 -5.5707 2.0744  0.4505
77 H 0.4617 -2.9566 1.1190  -0.1689
78 H 0.3353 -4.4065 0.1174  0.5508
79 H -1.5850 -2.5075 0.1990  -0.1411
80 H -2.0170 -4.1715 -0.0811  0.4712
81 H -2.7304 -2.4282 2.2578  0.4947
82 H -3.2062 -3.9569 1.9623  0.3282
83 C -1.9136 -0.8624 -3.6865  -1.4736
84 C -0.3937 -0.8470 -3.8496  -0.2314
85 C 0.2228 -1.9104 -2.9357  -0.3417
86 N 1.7737 -1.7029 -2.8830  0.4337
87 C 2.3492 -1.6241 -4.3853  -1.0372
88 C 2.4871 -2.8049 -2.0403  -0.2447
89 C 3.6067 -2.1042 -1.3605  -0.8507
90 C 2.9445 -0.8632 -0.8806  0.5149
91 C 2.1911 -0.3907 -2.1312  -0.1478
92 H -2.3162 -1.8479 -3.9208  0.5142
93 H -2.3594 -0.2193 -4.4453  0.2794
94 H -2.2831 -0.4866 -2.7323  0.3595
95 H 0.0334 0.1379 -3.6604  0.3560
96 H -0.0341 -1.0957 -4.8480  0.4035
97 H 0.0077 -2.9217 -3.2810  0.5884
98 H -0.2236 -1.7251 -1.9588  -0.1687
99 H 2.1395 -0.6235 -4.7634  0.3922
100 H 1.8674 -2.4445 -4.9172  0.3797
101 H 3.4101 -1.8219 -4.2318  0.4071
102 H 2.9402 -3.5191 -2.7277  0.4578
103 H 1.8221 -3.2389 -1.2936  -0.2065
104 H 4.3691 -1.8677 -2.1027  0.3376
105 H 4.0958 -2.6754 -0.5714  0.3999
106 H 3.6220 -0.0636 -0.5812  0.1884
107 H 2.2697 -1.1150 -0.0624  -0.1532
108 H 2.8970 0.2287 -2.6847  0.2510
109 H 1.3297 0.2613 -1.9863  -0.3556

Summary:
* electronic energy: -1940.19578 a.u.
* total charge: +4
* multiplicity: 2

Among the records above, which one has the highest electronic energy?
C32H72ClN4

Look up the total charge of the first one.
+1

Which formula does entry 1 have?
C32H72ClMgN8O12

Which of these has the highest total charge?
C32H72ClN4